184
Properties=species:S:1:pos:R:3:forces:R:3:lowdin_charge:R:1 method="wB97M-V/def2-TZVPD" e_above_lowest_kj_mol=439.0 orbital_gap_ev=9.63
C 3.730283 -0.682921 -5.959842 0.725 -0.020 0.350 -0.15
O 2.638040 0.025099 -5.401012 -0.167 -0.260 -0.105 -0.14
H 3.435575 -1.451383 -6.674482 -0.240 0.341 -0.017 0.07
H 4.440390 0.037172 -6.366426 0.027 -0.119 -0.610 0.08
H 4.284002 -1.169945 -5.157159 0.043 -0.410 0.085 0.07
H 3.073416 0.493038 -4.684720 -0.554 0.524 0.453 0.03
C -3.157192 -2.217802 2.273296 0.003 -0.087 -1.369 -0.18
O -3.732683 -2.943491 3.308657 -0.702 -0.118 1.190 -0.10
H -3.910487 -1.665404 1.711604 -0.083 0.138 -0.151 0.06
H -2.398719 -1.496407 2.577291 0.255 -0.157 0.230 0.07
H -2.760107 -2.982887 1.606150 0.544 0.433 -0.243 0.07
H -4.579350 -2.532705 3.498412 0.002 -0.156 0.323 0.08
C -6.561435 0.190708 -0.506409 -0.202 0.052 -0.406 -0.14
O -5.350997 0.028219 0.192903 0.309 -0.695 0.701 -0.14
H -6.490450 -0.258205 -1.497139 0.098 0.219 -0.279 0.08
H -7.381993 -0.344793 -0.028901 0.040 0.239 0.386 0.08
H -6.750529 1.262272 -0.570457 -0.563 -0.083 -0.221 0.08
H -4.899073 0.874421 0.156890 0.381 0.328 -0.188 0.02
C -0.308036 -0.044406 0.265757 -1.551 2.679 0.066 -0.15
O 0.298624 -0.314134 -0.924024 2.510 -2.279 -1.919 -0.13
H -1.376113 -0.254718 0.210250 -0.074 -0.779 0.585 0.09
H 0.212385 -0.373307 1.165250 -0.044 -0.325 -0.355 0.10
H -0.297016 1.041303 0.169800 -0.242 0.699 1.672 0.07
H -0.301310 -0.216020 -1.667026 -0.386 -0.098 0.065 0.04
C -2.547090 -2.242873 -3.460520 0.713 -1.188 -0.943 -0.11
O -1.279938 -1.846007 -2.947224 -0.738 1.853 -0.185 -0.14
H -2.959396 -3.127335 -2.974900 -0.167 0.316 0.546 0.09
H -3.248705 -1.410866 -3.520524 0.171 0.126 0.694 0.07
H -2.453180 -2.572477 -4.495246 0.213 -0.002 -0.272 0.06
H -0.607108 -2.495032 -2.728899 -0.443 -0.860 0.265 0.04
C 6.024853 1.391666 2.335170 3.349 1.103 1.398 -0.24
O 5.089977 0.495292 2.107675 -3.590 -2.550 -0.844 -0.10
H 5.809144 1.979576 3.227323 -0.068 0.815 -0.119 0.08
H 6.888600 0.794475 2.627416 0.765 0.354 0.034 0.08
H 6.310607 1.972676 1.458318 -0.063 0.413 0.111 0.08
H 4.585433 0.788757 1.345496 -0.328 -0.309 -0.210 0.04
C -0.687086 -5.260794 1.310685 1.637 -1.122 -0.266 -0.14
O -0.137965 -3.956966 1.502953 -0.608 -0.002 -0.332 -0.13
H 0.026497 -5.854612 0.739483 0.375 0.178 -0.535 0.06
H -0.650762 -5.866268 2.216332 -0.951 0.388 0.346 0.09
H -1.586326 -5.344434 0.700394 -0.391 0.650 0.643 0.08
H 0.058198 -3.833728 2.434585 -0.007 -0.022 -0.115 0.07
C -2.648322 1.401903 5.291574 0.265 -0.997 0.894 -0.11
O -3.801502 2.213242 5.111440 1.109 -0.090 -0.256 -0.13
H -2.339568 0.730612 4.490241 -0.808 -0.087 -0.538 0.08
H -1.694854 1.900856 5.464925 -0.540 0.985 0.278 0.06
H -2.864763 0.795455 6.171052 0.444 -0.279 0.048 0.09
H -4.484737 1.665916 4.717470 -0.234 -0.303 -0.339 0.07
C -4.771266 1.255168 -4.754683 1.289 0.141 -1.760 -0.15
O -5.272316 2.576965 -5.022391 -0.579 -0.539 0.977 -0.12
H -5.284928 0.458046 -5.292122 -0.788 0.124 0.171 0.07
H -3.794907 1.232441 -5.238748 0.468 -0.267 0.451 0.06
H -4.629570 0.954317 -3.716646 -0.397 0.717 0.147 0.06
H -4.847921 2.914303 -5.814666 0.084 -0.192 0.076 0.07
C 2.441224 -1.175342 5.614182 -0.036 1.142 0.444 -0.26
C 1.014721 -0.908244 6.125711 1.262 -2.027 0.291 -0.24
O 0.072115 -1.470177 5.251203 -0.943 0.581 -0.922 -0.07
O 2.820634 -2.508190 5.426664 -0.549 -0.811 0.166 -0.05
H 3.079811 -0.865205 6.441310 0.341 0.573 -0.344 0.12
H 2.608558 -0.631474 4.684491 0.211 0.390 0.051 0.12
H 0.833038 0.148812 6.319970 -0.119 -0.054 -0.350 0.11
H 0.992007 -1.453825 7.069064 -0.335 0.208 0.422 0.12
H -0.026738 -2.419493 5.354286 0.161 0.088 0.411 0.09
H 2.243288 -2.910709 4.773778 -0.013 -0.075 -0.230 0.07
C 0.333077 -3.748102 -5.977227 -2.164 -1.220 0.830 -0.25
C -0.988942 -4.385626 -6.601099 0.316 0.092 -0.556 -0.23
O -1.751323 -4.942712 -5.551379 0.300 0.469 1.076 -0.08
O 1.154676 -3.081796 -6.850832 0.616 0.162 -1.144 -0.04
H 0.866527 -4.537218 -5.447288 0.248 -0.068 -0.310 0.11
H 0.016550 -3.044028 -5.207688 -0.411 -0.059 0.313 0.10
H -0.869804 -5.113454 -7.403701 0.987 -0.452 0.212 0.11
H -1.536812 -3.638095 -7.174794 -0.273 0.782 0.447 0.10
H -2.447879 -5.565711 -5.771122 0.256 0.145 -0.666 0.09
H 0.685532 -2.286312 -7.112931 0.168 0.192 -0.158 0.09
C 0.364258 4.523476 5.709786 1.575 -1.159 0.336 -0.18
C 0.685093 3.309323 4.773931 0.205 1.071 0.105 -0.21
O 1.798348 3.589613 3.909996 -0.169 0.389 -0.254 -0.08
O 1.214149 4.471596 6.890868 -0.787 0.071 -0.383 -0.08
H -0.654190 4.546496 6.097505 0.039 -0.210 -0.145 0.12
H 0.571476 5.427693 5.137455 -0.141 0.131 -0.057 0.12
H -0.159806 3.139819 4.106455 0.107 -0.343 0.073 0.08
H 0.989304 2.415365 5.318344 -0.745 -0.057 0.373 0.11
H 2.614751 3.514586 4.409440 0.066 -0.084 0.046 0.08
H 2.143484 4.495159 6.651337 0.007 0.154 -0.231 0.07
C 4.917910 2.067013 -1.215270 -0.318 1.180 -3.175 -0.21
C 3.688630 2.697006 -2.072323 1.904 -0.185 0.706 -0.18
O 3.024661 1.647315 -2.773144 -0.113 0.245 1.005 -0.08
O 4.574558 0.970610 -0.453402 -1.456 -0.229 1.154 -0.07
H 5.455651 2.847367 -0.676773 -0.143 -0.296 0.175 0.11
H 5.515114 1.549700 -1.966155 0.880 1.110 -0.584 0.12
H 4.014317 3.370590 -2.864985 0.546 0.050 0.276 0.12
H 3.091126 3.295566 -1.384707 -0.618 -0.338 0.007 0.09
H 2.590062 1.197923 -2.044595 -0.766 -0.716 -0.258 0.07
H 4.152645 0.414202 -1.112190 -0.189 -0.905 0.301 0.08
C 3.686896 6.652047 0.422926 0.821 -1.400 -0.727 -0.29
C 4.218759 5.600828 1.399559 1.758 1.104 -0.320 -0.24
O 3.826577 4.283976 1.221996 -0.780 -1.031 -0.284 -0.06
O 2.605237 7.280825 0.903657 -2.613 1.930 1.371 -0.06
H 3.297540 6.156372 -0.466356 1.108 -0.501 -0.709 0.10
H 4.411419 7.427293 0.173595 0.395 -0.321 -0.032 0.12
H 4.021966 5.931797 2.419289 0.022 0.213 0.072 0.13
H 5.295692 5.589197 1.231677 0.323 0.008 0.309 0.11
H 3.076243 4.109418 1.794829 -0.268 -0.136 -0.047 0.06
H 1.907490 6.623511 0.851884 -0.687 0.030 0.518 0.04
C 0.667164 5.506606 -1.527794 -1.671 0.197 1.155 -0.19
C -0.178075 5.196162 -0.178582 2.115 -1.595 -2.697 -0.20
O 0.728021 5.162131 0.882319 0.500 1.196 1.091 -0.08
O -0.205477 5.803282 -2.602648 -0.218 -0.236 -0.317 -0.07
H 1.162100 4.582344 -1.825910 0.314 0.212 0.207 0.10
H 1.360741 6.333945 -1.377568 0.220 -0.141 0.178 0.10
H -0.311625 4.117025 -0.254319 -1.697 0.133 -0.782 0.10
H -1.077021 5.808673 -0.109119 0.095 0.055 0.332 0.12
H 0.414626 4.452428 1.447740 0.077 0.047 0.515 0.07
H -0.476979 6.724006 -2.590286 0.074 0.055 0.169 0.09
C 7.200342 -3.225981 -0.567789 0.963 1.362 -1.060 -0.27
C 6.048997 -2.239279 -0.608858 -0.053 0.143 -0.145 -0.22
O 5.165494 -2.840507 -1.537360 0.360 -0.605 -0.494 -0.09
O 6.696220 -4.481326 -0.290048 -0.282 -0.685 1.280 -0.06
H 7.981652 -2.855189 0.095660 0.008 -0.423 0.307 0.12
H 7.608406 -3.342934 -1.571738 0.430 0.774 -0.268 0.12
H 6.301253 -1.223259 -0.912451 0.398 -0.016 -0.095 0.12
H 5.618319 -2.160106 0.389305 -0.285 -0.052 0.198 0.12
H 4.300956 -2.433024 -1.627511 -0.080 0.526 0.882 0.01
H 5.809158 -4.308016 -0.613599 -0.743 -1.042 -0.241 0.03
C -2.994823 3.035383 0.104748 0.268 1.008 1.687 -0.16
C -2.903972 3.378002 1.715541 0.452 0.395 -2.329 -0.15
O -1.567658 3.674856 2.154672 0.405 -0.765 -0.628 -0.09
O -4.353835 2.744358 -0.174159 -0.817 -0.662 0.804 -0.09
H -2.367173 2.214411 -0.241922 0.291 0.101 0.221 0.10
H -2.786400 3.969926 -0.416099 0.612 -0.142 -0.025 0.11
H -3.319072 2.560268 2.304695 -0.292 0.268 0.003 0.10
H -3.382420 4.354866 1.785695 -0.988 -0.546 0.306 0.12
H -1.636506 4.077598 3.023388 -0.223 0.092 0.048 0.08
H -4.553928 2.788015 -1.112053 0.345 0.160 -0.205 0.10
C -6.401290 3.938165 3.858232 -0.277 -0.353 -0.903 -0.23
C -6.284884 3.034225 2.605657 0.920 0.302 -0.812 -0.21
O -5.701097 1.783013 2.963331 -0.264 -0.471 1.348 -0.09
O -5.133031 4.308551 4.313032 -0.063 0.403 -0.240 -0.07
H -6.917816 3.438361 4.677680 -0.441 -0.237 -0.130 0.12
H -6.936164 4.855374 3.611782 -0.155 -0.105 -0.136 0.12
H -5.589473 3.478438 1.893493 0.122 0.622 0.240 0.09
H -7.152185 2.894305 1.960432 -0.739 -0.100 0.682 0.12
H -5.276202 1.303322 2.248514 -0.312 0.244 -0.462 0.06
H -4.750643 3.479351 4.609332 0.858 0.300 0.285 0.01
C 1.625899 -3.902204 -2.193815 0.330 0.281 -0.878 -0.16
C 2.451446 -2.672253 -2.767497 -1.436 -0.773 1.436 -0.16
O 2.739508 -1.878224 -1.619912 1.023 0.361 0.110 -0.10
O 0.423007 -3.531721 -1.511711 0.480 0.054 -1.011 -0.07
H 2.210516 -4.497171 -1.492155 0.564 0.377 -0.039 0.11
H 1.408811 -4.606412 -2.996974 -0.484 0.165 -0.151 0.11
H 1.961127 -1.953819 -3.424415 -0.532 -0.781 -0.659 0.11
H 3.365616 -3.042068 -3.231844 0.058 0.102 0.128 0.12
H 1.908943 -1.726875 -1.162892 -0.469 0.468 0.140 0.06
H 0.634002 -3.388284 -0.586234 -0.229 -0.007 0.458 0.07
C -5.648873 -4.386282 0.437321 2.411 -1.591 0.090 -0.25
C -5.871162 -5.681583 -0.363778 -1.802 0.615 -1.083 -0.27
O -5.362316 -6.862568 0.148106 1.205 -0.804 1.255 -0.06
O -6.083238 -3.311223 -0.328038 -1.130 0.283 -0.289 -0.04
H -4.576763 -4.288198 0.607758 0.516 -0.082 -0.268 0.10
H -5.952665 -4.516796 1.475962 -1.191 0.347 -0.018 0.12
H -5.541835 -5.634793 -1.401780 0.301 0.973 -0.095 0.12
H -6.942522 -5.866484 -0.441840 -0.537 0.622 -0.057 0.12
H -5.505576 -7.508141 -0.547824 0.130 -0.219 0.246 0.09
H -5.737314 -2.473402 -0.011826 0.209 -0.016 0.235 0.06
C 3.705918 -6.772794 1.296604 -1.630 2.647 -0.543 -0.25
C 3.858843 -5.215349 1.083509 1.082 -1.369 -0.177 -0.20
O 3.138580 -4.386610 2.043872 0.024 -1.072 -1.076 -0.07
O 4.103579 -6.946331 2.595438 0.875 -1.394 1.348 -0.05
H 4.231860 -7.333985 0.524237 0.676 0.132 0.406 0.12
H 2.665607 -7.080324 1.190445 -0.449 0.030 -0.166 0.10
H 3.750233 -5.002493 0.020022 -0.664 0.679 0.058 0.09
H 4.913897 -5.081367 1.322296 0.133 0.122 -0.285 0.11
H 3.738109 -3.650931 2.188574 -0.088 0.188 0.202 0.08
H 3.771700 -6.171344 3.054616 -0.025 0.069 0.383 0.08
C -0.625313 2.594714 -4.684110 0.049 -2.977 0.172 -0.16
C -0.456622 1.688924 -3.414605 -0.031 1.108 -0.979 -0.22
O -1.665395 1.113323 -2.883887 0.690 0.749 -0.218 -0.07
O -1.100467 1.719084 -5.777122 -1.033 1.462 0.690 -0.10
H 0.336557 2.981267 -5.020974 0.050 0.294 0.510 0.12
H -1.291888 3.385972 -4.341036 -0.476 -0.024 -1.121 0.11
H -0.078853 2.409792 -2.689511 0.277 -0.409 0.534 0.10
H 0.284786 0.940544 -3.694510 0.066 -0.241 0.460 0.11
H -1.723298 0.196981 -3.164185 0.102 -0.282 -0.267 0.03
H -0.408091 1.128907 -6.083582 0.434 0.239 0.337 0.07